{
  "formula": "C62H68GeNNiO6P2SSi3",
  "method": "wB97M-V/def2-TZVPD",
  "symbols": ["Ni", "C", "C", "C", "C", "C", "C", "C", "C", "P", "C", "C", "C", "C", "C", "C", "C", "C", "C", "C", "C", "C", "C", "O", "C", "C", "C", "C", "C", "C", "P", "C", "C", "C", "C", "C", "C", "C", "C", "C", "C", "C", "C", "H", "H", "H", "H", "H", "H", "H", "H", "H", "H", "H", "H", "H", "H", "H", "H", "H", "H", "H", "H", "H", "H", "H", "H", "H", "H", "H", "H", "H", "H", "H", "H", "O", "C", "N", "S", "O", "O", "C", "C", "C", "C", "C", "C", "H", "H", "H", "H", "C", "Si", "C", "C", "Ge", "Si", "C", "C", "C", "Si", "C", "C", "C", "H", "H", "H", "H", "H", "H", "H", "H", "H", "H", "H", "H", "H", "H", "H", "H", "H", "H", "H", "H", "H", "H", "H", "H", "H", "H", "H", "O", "C", "O", "C", "C", "C", "C", "C", "C", "H", "H", "H", "H", "H"],
  "positions_angstrom": [[0.399879, 0.463681, -0.034024], [5.523492, 1.306018, 4.660389], [4.621068, 2.166383, 3.756515], [4.974069, 3.650811, 3.934564], [3.169558, 1.931292, 4.151457], [2.717095, 2.238082, 5.428433], [1.415031, 1.967307, 5.823732], [0.530478, 1.393828, 4.927598], [0.929657, 1.105168, 3.627041], [-0.237414, 0.354022, 2.402718], [-1.661364, 1.499380, 2.697479], [-1.442874, 2.813620, 3.101886], [-2.498500, 3.706417, 3.244643], [-3.795006, 3.302094, 2.982292], [-4.024804, 2.005061, 2.539692], [-2.969210, 1.125899, 2.379422], [-0.629173, -1.141274, 3.427121], [0.435440, -1.763459, 4.082756], [0.245865, -2.909760, 4.836576], [-1.021079, -3.465779, 4.954227], [-2.085258, -2.866075, 4.300989], [-1.889067, -1.723945, 3.532827], [2.249066, 1.364694, 3.276471], [2.586654, 0.980298, 2.013975], [3.848815, 1.174702, 1.540652], [4.046060, 0.727354, 0.235394], [5.313983, 0.868674, -0.314461], [6.338274, 1.448193, 0.420027], [6.102208, 1.880936, 1.714357], [4.851262, 1.749396, 2.309862], [2.629476, -0.060364, -0.647212], [3.091987, -1.831681, -0.504803], [2.365451, -2.754467, -1.263713], [2.674382, -4.104400, -1.222339], [3.674256, -4.562444, -0.373985], [4.365668, -3.661243, 0.420932], [4.087585, -2.301400, 0.345836], [3.122323, 0.356477, -2.372347], [3.202783, -0.558396, -3.417977], [3.511185, -0.135847, -4.704975], [3.748105, 1.205103, -4.964534], [3.704032, 2.120116, -3.922406], [3.392417, 1.698848, -2.639808], [5.386975, 1.572516, 5.709422], [6.574549, 1.445911, 4.403611], [5.280481, 0.248782, 4.542094], [4.841900, 3.960039, 4.971965], [4.335459, 4.273806, 3.306655], [6.012160, 3.838279, 3.657526], [3.400180, 2.684505, 6.141288], [1.094569, 2.199630, 6.830705], [-0.485672, 1.174770, 5.231473], [-0.440733, 3.166522, 3.298516], [-2.293617, 4.723675, 3.553011], [-4.618893, 3.995747, 3.092163], [-5.030831, 1.685386, 2.295065], [-3.167234, 0.161341, 1.933698], [1.435156, -1.354511, 3.995465], [1.091036, -3.369621, 5.332890], [-1.172657, -4.364466, 5.538219], [-3.080987, -3.283718, 4.389863], [-2.741434, -1.298744, 3.028028], [5.500156, 0.525555, -1.323673], [7.322106, 1.557172, -0.016665], [6.916726, 2.319374, 2.278466], [1.528181, -2.410046, -1.862989], [2.121517, -4.803341, -1.837843], [3.904107, -5.619377, -0.325106], [5.136981, -4.013749, 1.094220], [4.654087, -1.607885, 0.954946], [3.037656, -1.611580, -3.245654], [3.571929, -0.864050, -5.503961], [3.958970, 1.536293, -5.973534], [3.890842, 3.170320, -4.105817], [3.327381, 2.431953, -1.845044], [0.925921, 3.227690, -2.772776], [0.382885, 2.183993, -3.056659], [0.194113, 1.164970, -2.126005], [-1.084234, 0.256373, -2.305170], [-0.821613, -0.340769, -3.869215], [-0.706980, -1.053575, -1.548291], [-0.522303, 0.616488, -4.807594], [-0.757341, 0.290887, -6.136719], [-0.488767, 1.221103, -7.124247], [0.003367, 2.482455, -6.795485], [0.247889, 2.789467, -5.470763], [-0.010576, 1.864451, -4.463178], [-1.158932, -0.686704, -6.371304], [-0.666037, 0.960273, -8.160043], [0.195013, 3.211341, -7.571402], [0.657133, 3.745956, -5.172795], [-5.387832, -1.743022, 1.208358], [-5.305754, -1.262864, -0.598893], [-6.756288, -2.032135, -1.462534], [-5.353833, 0.584554, -0.832592], [-2.545596, -1.630186, -0.803409], [-1.515997, -3.669345, 0.019806], [0.007252, -3.380154, 1.057914], [-1.024229, -4.774421, -1.410143], [-2.789917, -4.645843, 0.989062], [-3.225964, -2.418760, -3.030151], [-4.436450, -3.838792, -2.659483], [-1.950799, -3.185494, -4.186162], [-4.123067, -1.041318, -3.936540], [-6.396261, -2.083728, 1.463521], [-5.138072, -0.887106, 1.839177], [-4.695683, -2.551388, 1.450389], [-7.649487, -1.525079, -1.087183], [-6.843166, -3.098078, -1.253424], [-6.713590, -1.912658, -2.546294], [-5.999485, 1.027811, -0.066137], [-5.768151, 0.846832, -1.808680], [-4.367214, 1.047475, -0.766807], [0.422434, -2.384010, 0.881921], [0.783187, -4.106842, 0.810296], [-0.226411, -3.466034, 2.120083], [-0.455065, -5.621231, -1.012994], [-0.402848, -4.251038, -2.138536], [-1.896851, -5.165032, -1.933914], [-3.069596, -4.143029, 1.917104], [-2.377535, -5.626267, 1.244162], [-3.697547, -4.805566, 0.398975], [-3.899361, -4.787811, -2.679788], [-5.219828, -3.878622, -3.422288], [-4.932092, -3.770443, -1.689999], [-1.914895, -4.267440, -4.062915], [-0.953842, -2.780555, -4.018603], [-2.219789, -2.966844, -5.224642], [-4.801733, -0.487070, -3.287036], [-4.705748, -1.449634, -4.768525], [-3.407344, -0.322589, -4.340048], [-2.822299, 2.619104, -1.377843], [-1.935775, 2.410491, -0.556184], [-1.639257, 1.230458, -0.105984], [-1.097283, 3.575839, -0.068534], [-1.616582, 4.860612, -0.165957], [-0.831111, 5.959459, 0.152153], [0.485760, 5.781903, 0.559917], [1.010453, 4.500078, 0.658617], [0.216790, 3.409929, 0.344080], [-2.636902, 4.983177, -0.505444], [-1.237424, 6.958970, 0.056981], [1.103233, 6.641471, 0.790589], [2.041409, 4.353275, 0.961493], [0.619040, 2.400834, 0.408491]],
  "forces_ev_per_angstrom": [[0.130, 0.384, 0.438], [-0.013, 0.001, -0.007], [0.004, -0.041, -0.010], [-0.028, 0.015, -0.049], [0.051, 0.029, 0.015], [-0.036, -0.011, 0.025], [0.009, -0.012, 0.011], [0.007, -0.008, -0.012], [0.016, -0.075, -0.111], [-0.037, 0.321, 0.417], [-0.050, -0.097, -0.092], [-0.015, -0.015, 0.083], [0.011, -0.019, 0.018], [-0.004, -0.028, -0.017], [-0.016, 0.028, 0.024], [0.049, -0.003, -0.044], [-0.002, -0.008, -0.054], [0.049, -0.018, -0.047], [-0.001, -0.017, -0.031], [0.017, -0.008, -0.035], [0.019, 0.004, -0.003], [-0.015, -0.002, 0.021], [0.031, -0.045, -0.018], [-0.001, -0.003, 0.005], [-0.037, 0.008, 0.016], [-0.093, 0.006, 0.005], [-0.003, -0.040, 0.018], [-0.003, -0.002, -0.011], [0.011, -0.033, -0.008], [0.010, 0.012, 0.022], [0.414, -0.137, 0.121], [-0.135, 0.007, -0.115], [-0.085, 0.022, 0.126], [-0.004, -0.016, 0.016], [0.000, 0.018, -0.005], [0.000, 0.004, -0.005], [0.022, -0.017, 0.001], [0.002, 0.043, 0.039], [0.011, -0.020, -0.019], [-0.009, 0.004, 0.014], [0.014, 0.005, 0.017], [0.002, -0.006, 0.005], [-0.093, -0.002, 0.010], [0.019, 0.009, -0.008], [-0.005, 0.012, 0.019], [0.009, 0.003, 0.008], [0.007, -0.002, -0.005], [0.004, 0.003, 0.010], [-0.003, -0.001, 0.021], [0.003, -0.009, -0.016], [0.002, 0.002, -0.006], [0.004, 0.010, 0.000], [0.002, 0.008, -0.005], [0.003, 0.000, -0.014], [0.005, -0.007, 0.007], [0.012, 0.009, -0.027], [0.026, 0.018, -0.041], [-0.014, 0.017, 0.043], [0.002, -0.002, -0.010], [-0.008, 0.026, 0.028], [0.006, -0.006, -0.030], [-0.012, 0.008, 0.029], [-0.001, 0.003, 0.002], [-0.003, 0.000, 0.001], [-0.020, 0.008, 0.003], [0.032, -0.018, -0.034], [-0.027, 0.009, 0.025], [0.009, 0.010, -0.009], [-0.005, 0.009, 0.001], [0.005, -0.007, -0.012], [-0.007, 0.010, -0.002], [-0.042, 0.006, -0.005], [0.042, -0.007, 0.013], [-0.032, -0.002, -0.003], [-0.014, 0.011, -0.024], [0.108, 0.026, 0.010], [-0.050, -0.113, 0.243], [-0.466, 0.009, 0.020], [0.712, -0.183, -1.126], [0.014, -0.106, 0.034], [-1.076, 0.981, 0.158], [-0.150, 0.093, -0.060], [-0.017, -0.073, -0.011], [0.042, 0.046, 0.012], [-0.012, -0.063, -0.007], [-0.032, -0.002, 0.008], [0.042, -0.011, 0.073], [0.025, -0.001, -0.002], [-0.033, 0.020, 0.004], [0.027, -0.007, 0.003], [-0.016, 0.003, -0.005], [-0.101, -0.293, 0.091], [1.089, 1.620, 1.189], [0.298, -0.597, -0.599], [-0.156, 0.012, -0.087], [-0.772, -1.671, -0.986], [0.011, -0.163, 0.049], [0.044, 0.216, 0.108], [0.070, 0.043, -0.148], [-0.219, 0.128, 0.033], [0.311, -0.478, 0.280], [-0.097, 0.062, -0.008], [0.048, 0.120, -0.158], [-0.074, 0.011, -0.054], [0.012, 0.048, 0.048], [0.029, 0.003, -0.058], [-0.054, -0.005, 0.030], [0.110, 0.129, 0.085], [-0.144, 0.052, 0.042], [-0.080, 0.043, 0.031], [-0.031, -0.012, -0.038], [-0.017, 0.063, 0.037], [-0.029, 0.018, 0.029], [0.053, -0.022, 0.035], [-0.035, -0.024, -0.002], [0.001, -0.010, -0.040], [-0.010, 0.016, 0.003], [0.028, -0.042, 0.023], [0.034, -0.025, 0.008], [0.029, -0.042, -0.002], [-0.002, 0.018, -0.007], [0.021, -0.044, 0.031], [0.010, 0.016, -0.018], [-0.015, -0.043, 0.047], [0.064, -0.122, -0.029], [-0.009, 0.007, -0.036], [0.007, -0.006, -0.013], [0.005, -0.030, 0.013], [-0.003, 0.034, -0.070], [0.027, 0.016, -0.002], [-0.026, 0.001, -0.006], [-0.110, 0.081, 0.075], [0.095, -0.061, 0.163], [0.264, -0.225, -0.124], [-0.008, -0.043, -0.304], [0.012, 0.070, 0.007], [-0.002, -0.036, 0.002], [-0.020, -0.019, 0.029], [-0.012, 0.033, 0.044], [-0.150, -0.010, 0.140], [0.021, -0.007, -0.047], [-0.008, -0.009, 0.041], [-0.004, 0.000, -0.001], [-0.013, -0.012, -0.005], [0.194, 0.212, 0.036]],
  "total_charge": 0,
  "e_homo_ev": [-7.41, -7.26],
  "s2": 0.76,
  "spin_multiplicity": 2,
  "e_tot_ha": -8444.26705
}